DFT (ωB97M-V with the def2-TZVPD basis set) results for a molecular structure, C29H23F3N5O4PdS at a distorted geometry.

Geometry as XYZ:
```
66
Properties=species:S:1:pos:R:3:nbo_charge:R:1
Pd -0.619 -1.115 0.211 0.965
S -1.410 0.134 -2.054 -0.440
F -4.937 -2.013 1.649 -0.322
F -4.369 -2.021 3.730 -0.327
F -3.936 -3.741 2.483 -0.333
O -4.310 6.047 -0.543 -0.607
O -2.458 -1.502 0.935 -0.710
O -5.689 4.738 0.582 -0.689
O -1.748 -1.777 3.057 -0.649
N -0.333 -3.111 -0.394 -0.262
N -0.185 0.767 1.222 -0.308
N 1.230 -0.901 -0.398 -0.607
N 0.218 1.768 0.413 -0.159
N 0.866 -3.698 -0.270 -0.165
C 2.810 -3.872 1.135 -0.219
C -3.886 3.707 -0.664 -0.277
C 0.860 -4.901 -0.880 -0.030
C -2.391 1.466 -1.552 -0.136
C 1.688 0.306 -0.936 0.247
C 2.136 -1.681 0.280 0.152
C 1.703 2.710 -1.232 -0.219
C 4.179 -1.981 1.576 -0.197
C -4.609 4.922 -0.231 0.778
C 3.298 -1.173 0.892 -0.238
C 2.692 0.256 -1.908 -0.219
C -2.568 -1.827 2.156 0.683
C 4.866 -4.214 2.547 -0.618
C -0.394 -5.097 -1.410 -0.342
C 3.188 1.381 -2.527 -0.223
C 2.685 2.637 -2.205 -0.025
C -2.192 2.753 -2.098 -0.280
C -4.116 2.428 -0.143 -0.192
C 1.205 1.574 -0.595 0.107
C -0.395 2.921 0.760 0.004
C 3.163 3.877 -2.906 -0.623
C -3.390 1.336 -0.570 -0.219
C -1.053 1.298 2.073 -0.002
C -3.975 -2.391 2.500 0.882
C -1.211 2.666 1.833 -0.332
C -1.105 -3.933 -1.081 -0.009
C 1.945 -3.066 0.409 0.150
C 3.950 -3.350 1.728 -0.068
C -2.908 3.843 -1.659 -0.155
H 3.059 -0.726 -2.181 0.214
H -1.435 2.872 -2.863 0.216
H -5.845 3.792 0.682 0.479
H 1.325 3.684 -0.962 0.204
H -2.730 4.826 -2.074 0.222
H -0.742 -5.945 -1.970 0.228
H -3.572 0.359 -0.145 0.231
H -1.857 3.362 2.336 0.234
H 1.753 -5.500 -0.919 0.221
H 3.488 -0.110 0.813 0.221
H 2.994 4.766 -2.299 0.209
H 2.577 -4.925 1.240 0.206
H 5.057 -1.536 2.030 0.202
H 3.959 1.285 -3.283 0.202
H -1.515 0.657 2.806 0.241
H 4.607 -4.173 3.608 0.214
H 5.904 -3.890 2.451 0.209
H -0.236 3.837 0.224 0.227
H -2.116 -3.642 -1.308 0.239
H 4.230 3.817 -3.129 0.208
H -4.845 2.256 0.645 0.180
H 4.810 -5.257 2.236 0.207
H 2.637 4.020 -3.852 0.216
```

As for the calculated total energy: -2519.46261 hartree. The net charge is -1. For the HOMO energy, the calculation gives -3.90 eV. The LUMO energy comes out at 2.49 eV. For the energy above the lowest of the compared OMol25 structures with the same formula, charge and spin, the calculation gives 29.0 kJ/mol.

=====

DFT (ωB97M-V with the def2-TZVPD basis set) results for 2 unconnected molecules or ions with the total composition C29H23F5N2O5S at a distorted geometry.

Geometry as XYZ:
```
65
Properties=species:S:1:pos:R:3:nbo_charge:R:1
S -2.165 -2.398 1.370 1.639
F 2.688 5.567 0.543 -0.272
F 1.700 3.665 2.254 -0.267
F 1.217 6.378 -1.626 -0.276
F -0.854 2.707 1.890 -0.275
F -1.234 5.205 -2.113 -0.290
O -2.370 -0.124 -0.003 -0.517
O -3.300 -2.847 0.591 -1.012
O -0.203 -2.652 -1.784 -0.571
O 1.958 -2.136 -1.432 -0.521
O -2.391 -1.520 2.499 -1.010
N -2.390 3.442 -0.341 -0.327
N -4.099 2.095 -0.503 -0.264
C 0.641 -2.031 -1.164 0.814
C -4.596 3.391 -0.475 -0.028
C -1.328 -3.902 2.055 -0.185
C 3.540 2.502 -1.044 -0.229
C -1.080 3.978 -0.098 0.050
C -0.796 -6.247 1.879 -0.218
C 2.275 1.932 -1.191 -0.218
C -1.857 0.956 -0.399 0.416
C 1.928 0.744 -0.518 0.001
C -0.550 4.910 -0.980 0.329
C -0.738 -3.843 3.313 -0.255
C 0.531 0.244 -0.479 0.129
C -0.479 1.144 -0.786 -0.373
C 4.207 0.664 0.361 -0.199
C 4.505 1.889 -0.243 -0.202
C 1.446 5.074 0.349 0.317
C -1.322 -5.076 1.309 -0.247
C 0.939 4.119 1.234 0.293
C 0.298 -1.056 -0.047 -0.613
C 2.191 -2.990 -2.570 -0.073
C 3.670 -3.169 -2.756 -0.628
C -0.290 -6.228 3.182 -0.232
C -3.537 4.227 -0.391 -0.045
C -4.940 0.909 -0.571 -0.439
C 2.955 0.080 0.190 -0.195
C -0.334 3.604 1.017 0.357
C 0.703 5.475 -0.761 0.273
C -0.206 -5.016 3.875 -0.219
C -2.741 2.142 -0.455 0.390
H -1.733 -5.085 0.299 0.235
H 0.046 -7.154 3.654 0.207
H 0.880 -1.325 0.850 0.248
H 0.265 -4.978 4.860 0.205
H -5.293 0.747 -1.599 0.219
H 1.560 2.397 -1.873 0.202
H 5.484 2.359 -0.112 0.221
H -4.363 0.041 -0.237 0.313
H 2.772 -0.901 0.626 0.230
H -0.276 2.070 -1.325 0.201
H -5.651 3.596 -0.498 0.249
H 1.737 -2.523 -3.453 0.185
H -0.792 -7.174 1.301 0.207
H -5.813 1.060 0.076 0.222
H 4.085 -3.860 -2.016 0.212
H -0.705 -2.905 3.867 0.232
H 4.951 0.147 0.969 0.221
H 1.699 -3.952 -2.388 0.203
H -0.769 -1.237 0.186 0.284
H 3.816 -3.626 -3.737 0.216
H 3.760 3.429 -1.576 0.216
H 4.230 -2.230 -2.731 0.215
H -3.485 5.299 -0.326 0.249
```

As for the calculated total energy: -2501.93425 hartree. For the HOMO energy, the calculation gives -5.27 eV. The LUMO energy comes out at -1.76 eV.

=====

DFT (ωB97M-V with the def2-TZVPD basis set) results for a molecular structure, C29H23F6IrN5O6S2Te at a distorted geometry.

Geometry as XYZ:
```
73
Properties=species:S:1:pos:R:3:mulliken_spin:R:1
Ir -0.793 -0.005 -0.508 0.123
Te 1.731 -0.704 -0.325 0.957
S -2.468 2.454 -2.897 -0.001
S 1.228 0.657 -3.681 -0.014
F 2.813 2.445 -2.308 0.005
F -1.715 4.876 -3.566 0.000
F 3.904 0.891 -3.332 0.001
F -0.235 3.826 -2.418 0.000
F 2.970 2.493 -4.461 0.000
F -0.548 3.319 -4.509 0.000
O -1.006 -3.927 -1.591 -0.006
O 0.396 1.164 -2.513 -0.031
O -3.667 3.110 -3.306 0.000
O 1.661 -0.723 -3.423 0.012
O -2.250 2.064 -1.541 -0.002
O -2.047 0.930 3.183 -0.003
N -1.511 -0.696 -2.825 0.003
N -0.106 1.769 0.393 -0.024
N -1.448 -1.881 -0.574 -0.023
N -2.307 1.229 -3.926 0.000
N -1.670 -0.113 1.147 0.004
C -1.659 -0.017 -3.943 0.002
C -2.475 -1.266 1.415 0.001
C 1.639 -1.930 2.486 -0.136
C 2.075 -2.077 3.799 -0.005
C 2.103 -0.841 1.738 0.004
C -1.538 0.883 2.079 -0.008
C -1.362 -0.541 -5.192 0.000
C 2.957 -1.183 4.385 0.014
C 2.824 1.669 -3.406 0.022
C -1.096 -1.961 -2.917 0.020
C 0.219 4.194 1.684 -0.001
C -0.697 2.012 1.573 0.012
C -2.902 -3.520 0.617 0.001
C 3.384 -0.099 3.634 0.000
C -3.803 -3.672 1.664 0.000
C -0.548 3.200 2.258 0.000
C 0.689 -2.941 1.930 0.138
C 0.822 3.952 0.461 0.016
C -0.896 -1.843 -5.268 0.002
C 3.443 1.357 1.638 0.073
C -0.776 -2.584 -4.111 -0.005
C 2.971 0.099 2.322 -0.078
C -3.388 -1.415 2.446 -0.001
C -1.136 3.698 -3.376 0.001
C -4.056 -2.631 2.552 0.000
C -2.268 -2.294 0.483 0.012
C 0.652 2.725 -0.156 0.045
C 3.428 -1.368 5.799 -0.001
C -1.128 -2.716 -1.608 -0.009
H -0.640 -2.271 -6.227 0.000
H -0.240 -2.462 1.622 -0.045
H -1.502 0.059 -6.081 0.000
H 1.429 4.701 -0.026 0.001
H 1.104 2.477 -1.088 -0.058
H 4.368 1.706 2.093 0.002
H -2.701 -4.322 -0.075 0.000
H -1.043 3.301 3.214 0.000
H 4.063 0.620 4.079 0.001
H 1.093 -3.450 1.050 -0.006
H 4.496 -1.169 5.886 0.001
H -4.310 -4.620 1.782 0.000
H 2.912 -0.681 6.472 0.001
H -0.440 -3.609 -4.093 0.000
H 0.349 5.145 2.183 0.000
H 3.240 -2.381 6.150 0.000
H -4.779 -2.759 3.346 0.000
H 2.697 2.148 1.754 -0.007
H 3.617 1.239 0.569 -0.010
H 1.717 -2.923 4.373 0.000
H -2.716 1.488 -4.813 0.000
H 0.447 -3.692 2.678 0.001
H -3.566 -0.619 3.146 0.000
```

As for the calculated total energy: -3612.04004 hartree. As for the spin multiplicity: 2. For the HOMO energy (spin up / spin down), the calculation gives -7.38 / -7.34 eV. The LUMO energy (spin up / spin down) comes out at -1.46 / -2.81 eV. For the energy above the lowest of the compared OMol25 structures with the same formula, charge and spin, the calculation gives 228.9 kJ/mol.

=====

- Among the records above, which one has the highest calculated total energy?
  C29H23F5N2O5S

=====

Copy entry 2 word for word.
DFT (ωB97M-V with the def2-TZVPD basis set) results for 2 unconnected molecules or ions with the total composition C29H23F5N2O5S at a distorted geometry.

Geometry as XYZ:
```
65
Properties=species:S:1:pos:R:3:nbo_charge:R:1
S -2.165 -2.398 1.370 1.639
F 2.688 5.567 0.543 -0.272
F 1.700 3.665 2.254 -0.267
F 1.217 6.378 -1.626 -0.276
F -0.854 2.707 1.890 -0.275
F -1.234 5.205 -2.113 -0.290
O -2.370 -0.124 -0.003 -0.517
O -3.300 -2.847 0.591 -1.012
O -0.203 -2.652 -1.784 -0.571
O 1.958 -2.136 -1.432 -0.521
O -2.391 -1.520 2.499 -1.010
N -2.390 3.442 -0.341 -0.327
N -4.099 2.095 -0.503 -0.264
C 0.641 -2.031 -1.164 0.814
C -4.596 3.391 -0.475 -0.028
C -1.328 -3.902 2.055 -0.185
C 3.540 2.502 -1.044 -0.229
C -1.080 3.978 -0.098 0.050
C -0.796 -6.247 1.879 -0.218
C 2.275 1.932 -1.191 -0.218
C -1.857 0.956 -0.399 0.416
C 1.928 0.744 -0.518 0.001
C -0.550 4.910 -0.980 0.329
C -0.738 -3.843 3.313 -0.255
C 0.531 0.244 -0.479 0.129
C -0.479 1.144 -0.786 -0.373
C 4.207 0.664 0.361 -0.199
C 4.505 1.889 -0.243 -0.202
C 1.446 5.074 0.349 0.317
C -1.322 -5.076 1.309 -0.247
C 0.939 4.119 1.234 0.293
C 0.298 -1.056 -0.047 -0.613
C 2.191 -2.990 -2.570 -0.073
C 3.670 -3.169 -2.756 -0.628
C -0.290 -6.228 3.182 -0.232
C -3.537 4.227 -0.391 -0.045
C -4.940 0.909 -0.571 -0.439
C 2.955 0.080 0.190 -0.195
C -0.334 3.604 1.017 0.357
C 0.703 5.475 -0.761 0.273
C -0.206 -5.016 3.875 -0.219
C -2.741 2.142 -0.455 0.390
H -1.733 -5.085 0.299 0.235
H 0.046 -7.154 3.654 0.207
H 0.880 -1.325 0.850 0.248
H 0.265 -4.978 4.860 0.205
H -5.293 0.747 -1.599 0.219
H 1.560 2.397 -1.873 0.202
H 5.484 2.359 -0.112 0.221
H -4.363 0.041 -0.237 0.313
H 2.772 -0.901 0.626 0.230
H -0.276 2.070 -1.325 0.201
H -5.651 3.596 -0.498 0.249
H 1.737 -2.523 -3.453 0.185
H -0.792 -7.174 1.301 0.207
H -5.813 1.060 0.076 0.222
H 4.085 -3.860 -2.016 0.212
H -0.705 -2.905 3.867 0.232
H 4.951 0.147 0.969 0.221
H 1.699 -3.952 -2.388 0.203
H -0.769 -1.237 0.186 0.284
H 3.816 -3.626 -3.737 0.216
H 3.760 3.429 -1.576 0.216
H 4.230 -2.230 -2.731 0.215
H -3.485 5.299 -0.326 0.249
```

As for the calculated total energy: -2501.93425 hartree. For the HOMO energy, the calculation gives -5.27 eV. The LUMO energy comes out at -1.76 eV.

=====

Copy entry 1 word for word.
DFT (ωB97M-V with the def2-TZVPD basis set) results for a molecular structure, C29H23F3N5O4PdS at a distorted geometry.

Geometry as XYZ:
```
66
Properties=species:S:1:pos:R:3:nbo_charge:R:1
Pd -0.619 -1.115 0.211 0.965
S -1.410 0.134 -2.054 -0.440
F -4.937 -2.013 1.649 -0.322
F -4.369 -2.021 3.730 -0.327
F -3.936 -3.741 2.483 -0.333
O -4.310 6.047 -0.543 -0.607
O -2.458 -1.502 0.935 -0.710
O -5.689 4.738 0.582 -0.689
O -1.748 -1.777 3.057 -0.649
N -0.333 -3.111 -0.394 -0.262
N -0.185 0.767 1.222 -0.308
N 1.230 -0.901 -0.398 -0.607
N 0.218 1.768 0.413 -0.159
N 0.866 -3.698 -0.270 -0.165
C 2.810 -3.872 1.135 -0.219
C -3.886 3.707 -0.664 -0.277
C 0.860 -4.901 -0.880 -0.030
C -2.391 1.466 -1.552 -0.136
C 1.688 0.306 -0.936 0.247
C 2.136 -1.681 0.280 0.152
C 1.703 2.710 -1.232 -0.219
C 4.179 -1.981 1.576 -0.197
C -4.609 4.922 -0.231 0.778
C 3.298 -1.173 0.892 -0.238
C 2.692 0.256 -1.908 -0.219
C -2.568 -1.827 2.156 0.683
C 4.866 -4.214 2.547 -0.618
C -0.394 -5.097 -1.410 -0.342
C 3.188 1.381 -2.527 -0.223
C 2.685 2.637 -2.205 -0.025
C -2.192 2.753 -2.098 -0.280
C -4.116 2.428 -0.143 -0.192
C 1.205 1.574 -0.595 0.107
C -0.395 2.921 0.760 0.004
C 3.163 3.877 -2.906 -0.623
C -3.390 1.336 -0.570 -0.219
C -1.053 1.298 2.073 -0.002
C -3.975 -2.391 2.500 0.882
C -1.211 2.666 1.833 -0.332
C -1.105 -3.933 -1.081 -0.009
C 1.945 -3.066 0.409 0.150
C 3.950 -3.350 1.728 -0.068
C -2.908 3.843 -1.659 -0.155
H 3.059 -0.726 -2.181 0.214
H -1.435 2.872 -2.863 0.216
H -5.845 3.792 0.682 0.479
H 1.325 3.684 -0.962 0.204
H -2.730 4.826 -2.074 0.222
H -0.742 -5.945 -1.970 0.228
H -3.572 0.359 -0.145 0.231
H -1.857 3.362 2.336 0.234
H 1.753 -5.500 -0.919 0.221
H 3.488 -0.110 0.813 0.221
H 2.994 4.766 -2.299 0.209
H 2.577 -4.925 1.240 0.206
H 5.057 -1.536 2.030 0.202
H 3.959 1.285 -3.283 0.202
H -1.515 0.657 2.806 0.241
H 4.607 -4.173 3.608 0.214
H 5.904 -3.890 2.451 0.209
H -0.236 3.837 0.224 0.227
H -2.116 -3.642 -1.308 0.239
H 4.230 3.817 -3.129 0.208
H -4.845 2.256 0.645 0.180
H 4.810 -5.257 2.236 0.207
H 2.637 4.020 -3.852 0.216
```

As for the calculated total energy: -2519.46261 hartree. The net charge is -1. For the HOMO energy, the calculation gives -3.90 eV. The LUMO energy comes out at 2.49 eV. For the energy above the lowest of the compared OMol25 structures with the same formula, charge and spin, the calculation gives 29.0 kJ/mol.

=====

- Which value of calculated total energy does entry 1 give?
  -2519.46261 hartree